No. 1
The following is a quantum chemistry calculation of a molecular structure, C14H36O21P3V2 at a distorted geometry, from the OMol25 dataset.

charge = +1
HOMO energy = -0.4369 Eh
electronic energy = -5047.08782 hartree

Geometry (Å):
O: -3.0137 -1.6958 -0.2502
V: -1.7064 -2.4063 -0.6698
O: -1.6533 -2.7502 -2.2565
O: 3.0625 0.4577 3.2655
V: 2.6672 1.4611 2.0653
O: 1.5398 2.4606 2.7547
O: 1.2416 0.5872 -1.2857
C: 0.5875 0.1021 -0.2533
O: -0.4466 -0.5310 -0.5289
O: 0.9519 0.3936 0.8881
H: 0.4751 0.4452 -1.8460
C: -0.9267 -5.7833 4.4758
O: -1.3107 -4.9986 3.3462
P: -0.7475 -3.4524 3.0625
O: -1.2804 -2.9438 1.7560
O: -1.2114 -2.6779 4.4356
C: -1.4743 -1.2811 4.3277
O: 0.8397 -3.6530 3.1544
C: 1.5861 -2.4721 3.0206
H: -1.7980 -5.7736 5.1306
H: -0.2146 -5.3649 5.1872
H: -0.7240 -6.8208 4.2103
H: -2.4771 -1.1057 4.7173
H: -1.4301 -0.8855 3.3129
H: -0.6747 -0.7321 4.8250
H: 2.6540 -2.6513 3.1459
H: 1.2491 -1.7634 3.7771
H: 1.5299 -2.0443 2.0196
C: 3.1390 -5.9108 -1.3334
O: 2.4488 -4.7260 -0.9422
P: 0.8913 -4.5813 -1.3489
O: 0.2328 -3.4400 -0.6473
O: 0.7932 -4.8381 -3.0198
C: 1.7001 -4.2769 -3.8897
O: 0.2677 -6.0221 -0.8613
C: 0.5212 -6.4886 0.4549
H: 2.6685 -6.5833 -2.0507
H: 3.4401 -6.5368 -0.4935
H: 4.0201 -5.7505 -1.9546
H: 1.2970 -3.2978 -4.1485
H: 1.7961 -4.8456 -4.8146
H: 2.6989 -3.9742 -3.5752
H: 1.0344 -5.6957 0.9991
H: 1.1403 -7.3830 0.3841
H: -0.3874 -6.7146 1.0130
C: -0.0681 2.9638 -3.4250
O: -1.0722 3.6061 -4.3105
P: -1.5478 5.0895 -4.0714
O: -2.6198 5.6637 -4.9203
O: -1.7283 5.1714 -2.4547
C: -1.7203 6.5271 -1.8651
O: -0.1285 5.8526 -4.2447
C: 0.5433 6.0328 -5.4949
H: -0.2328 3.2773 -2.3941
H: 0.8897 3.2038 -3.8867
H: -0.1475 1.8795 -3.5038
H: -2.1092 6.6242 -0.8515
H: -2.3159 7.1932 -2.4893
H: -0.6763 6.8306 -1.7867
H: 0.8173 7.0863 -5.4384
H: 0.0303 5.7757 -6.4216
H: 1.4532 5.4340 -5.5356
O: -0.5031 6.0880 1.4080
C: -0.5516 5.1321 2.2166
O: -1.5052 4.0854 2.2220
C: -2.2900 3.7664 1.1271
C: -1.5554 2.9513 0.0316
C: 0.2757 5.1411 3.5165
H: -2.6239 4.6939 0.6622
H: -3.2391 3.3606 1.4774
H: -0.5454 3.2772 -0.2168
H: -2.1541 2.9911 -0.8784
H: -1.2607 1.9434 0.3238
H: 1.2543 4.6750 3.4013
H: -0.1422 4.5054 4.2971
H: 0.4766 6.1222 3.9468

Cartesian forces, eV/Å:
-0.71 -0.18 -0.42
3.08 0.57 -1.65
-1.28 0.86 2.64
-0.52 2.20 -3.06
-5.67 -0.37 4.04
4.07 -2.89 -2.31
0.38 0.57 -0.41
-0.90 -0.53 0.34
-1.19 -1.52 0.11
2.78 0.88 3.20
0.28 0.21 -2.10
-1.23 0.13 1.57
1.62 2.81 -1.09
-1.84 -2.88 0.95
0.64 -0.20 1.10
0.94 -1.13 -2.55
0.00 1.05 -0.15
-1.29 -0.54 -0.27
1.03 1.20 -0.13
-0.36 -0.43 -0.15
0.79 0.20 -0.83
0.26 0.34 -0.31
0.31 0.18 0.21
-0.25 -0.45 -0.30
-0.33 -0.04 0.60
-0.18 -0.46 0.44
0.23 0.26 -0.09
-0.55 0.04 -0.07
1.05 -1.50 -1.06
-1.12 0.68 -0.66
-0.13 -3.61 -1.01
0.95 -0.53 -0.51
-0.58 -0.54 5.03
0.70 2.62 -1.93
-0.01 1.91 -1.75
0.43 0.36 0.71
-1.28 0.21 0.34
-0.21 0.48 0.29
0.36 1.12 0.58
-0.17 0.09 -0.55
-0.23 -0.33 0.33
0.19 -0.84 0.86
0.20 -0.24 0.34
-0.01 0.07 0.08
-0.19 0.04 -0.43
-0.61 0.60 -1.24
-0.37 -1.56 0.83
0.67 1.83 0.15
1.09 -1.29 1.03
-0.17 0.60 -0.55
0.37 0.03 -0.50
-0.78 -0.46 0.27
0.54 0.51 0.24
0.36 0.15 -0.24
0.16 0.31 0.63
-0.60 0.08 -0.20
-0.25 -1.05 -0.09
0.25 0.01 -0.13
-0.10 0.18 -0.32
0.11 -0.09 -0.71
-0.74 0.23 0.37
0.11 -0.07 0.41
-0.31 -3.84 2.00
-1.26 2.57 -0.85
2.85 1.18 1.59
-0.15 0.93 -2.28
0.14 -0.27 0.61
0.04 -0.91 0.07
0.17 0.25 -0.24
0.41 -0.68 0.19
-0.14 1.23 0.06
0.07 -0.34 0.04
-1.03 -0.43 0.23
0.07 0.16 -0.59
-0.53 0.12 -0.17
-0.41 0.15 -0.54

No. 2
The following is a quantum chemistry calculation of a molecular structure, C14H37AlFN2O3, from the OMol25 dataset.

charge = -1
HOMO energy = -0.1735 Eh
electronic energy = -1233.09426 hartree

Geometry (Å):
C: 0.6130 -0.5323 1.3872
C: 0.2310 -1.6416 2.3663
C: 1.4867 -2.3638 2.8401
O: 2.2410 -2.8476 1.7668
C: 1.9524 -4.2133 1.3844
Al: 2.1483 -4.6138 -0.6132
C: 3.1110 -3.1023 -1.6161
C: 4.3649 -3.5302 -2.3934
F: 2.2074 -2.5294 -2.5931
H: 0.8582 -0.9837 0.4254
H: -0.1735 0.2059 1.2388
H: 1.5314 -0.0616 1.7467
H: -0.4424 -2.3592 1.8923
H: -0.2769 -1.2227 3.2413
H: 2.1067 -1.6408 3.3872
H: 1.2428 -3.1822 3.5303
H: 0.9154 -4.4511 1.6615
H: 2.5954 -4.8649 1.9958
H: 0.6443 -4.7732 -1.2372
H: 2.9207 -6.0429 -0.7761
H: 3.3747 -2.2648 -0.9637
H: 5.2267 -2.8899 -2.1837
H: 4.6403 -4.5648 -2.1840
H: 4.1453 -3.4602 -3.4599
C: -1.4246 5.8666 2.4886
C: -1.4641 4.7203 3.4938
C: -0.6821 3.4737 3.0650
O: -1.3043 2.6959 2.0692
C: -1.1330 3.1564 0.7421
N: -2.8600 4.4222 3.8258
H: -2.1047 5.6892 1.6554
H: -1.7364 6.7940 2.9688
H: -0.4201 6.0078 2.0855
H: -0.9822 5.0729 4.4121
H: -0.5984 2.8137 3.9327
H: 0.3379 3.7410 2.7549
H: -0.1472 3.6125 0.6044
H: -1.9103 3.8766 0.4714
H: -1.2197 2.2978 0.0777
H: -2.8905 3.7599 4.5943
H: -3.2679 3.9261 3.0380
C: -1.5807 -1.2346 -1.8602
C: -2.4571 -0.3462 -2.7340
C: -1.9698 -0.2566 -4.1868
O: -0.8412 0.5730 -4.3792
C: 0.4108 -0.0068 -4.0335
N: -2.6023 0.9822 -2.1257
H: -0.6677 -0.7262 -1.5537
H: -2.1066 -1.5140 -0.9473
H: -1.2939 -2.1508 -2.3774
H: -3.4546 -0.7973 -2.7685
H: -2.7604 0.1963 -4.7931
H: -1.7748 -1.2611 -4.5854
H: 0.4402 -1.0743 -4.2638
H: 0.6430 0.1255 -2.9762
H: 1.1759 0.5013 -4.6194
H: -3.2919 1.5169 -2.6451
H: -1.7262 1.4766 -2.2738

Cartesian forces, eV/Å:
0.13 -0.41 -0.12
0.04 0.09 0.05
-0.01 -0.04 0.09
0.13 0.04 -0.18
0.12 -0.05 -0.08
-0.33 0.07 0.03
0.17 -0.40 0.00
-0.10 0.09 0.12
-0.07 0.24 -0.01
0.04 0.08 -0.04
-0.02 0.06 0.10
-0.11 0.29 -0.05
-0.08 0.02 0.01
-0.07 -0.04 0.01
0.06 0.00 0.00
-0.05 0.01 0.04
-0.03 -0.01 0.01
-0.06 -0.05 0.07
-0.01 0.06 -0.01
0.16 0.03 -0.01
-0.12 0.05 0.01
0.05 -0.02 -0.06
0.06 -0.01 0.01
0.03 -0.01 -0.05
0.01 0.04 0.00
-0.05 0.04 0.00
0.07 -0.08 0.08
-0.03 0.04 -0.06
-0.07 -0.10 -0.03
0.04 -0.05 0.01
0.02 -0.03 0.00
-0.03 -0.01 0.01
0.00 0.00 0.00
0.03 -0.02 0.01
0.01 -0.01 -0.01
-0.02 0.05 0.00
0.00 0.03 0.01
0.08 0.04 -0.06
-0.04 -0.04 0.05
0.00 0.03 0.02
-0.02 0.02 -0.01
-0.02 -0.01 0.13
0.09 -0.03 -0.01
-0.04 -0.01 -0.05
0.02 0.01 0.01
0.01 0.02 -0.03
0.01 0.00 -0.02
0.02 0.00 -0.03
-0.03 0.05 0.00
0.03 0.00 0.02
-0.02 0.01 -0.07
0.01 0.01 0.00
0.02 -0.01 0.04
0.00 -0.02 0.05
0.02 -0.07 0.01
-0.03 0.02 -0.03
-0.03 -0.02 0.02
0.02 0.00 0.04

No. 3
The following is a quantum chemistry calculation of 3 unconnected molecules or ions with the total composition C14H37BFNO13P2S at a distorted geometry, from the OMol25 dataset.

HOMO energy = -0.3618 Eh
SMILES string = CB(O)N(COO)S(=O)(=O)F.CCOP(=O)(OCC)OCC.CCOP(=O)(OCC)OCC
electronic energy = -2793.94655 hartree

Geometry (Å):
C: -4.4486 -5.3629 -3.6976
B: -4.5001 -4.3289 -4.9277
O: -4.1286 -4.8356 -6.2169
N: -4.8605 -2.8577 -4.8467
C: -6.1495 -2.6128 -4.1295
O: -7.2740 -3.1649 -4.8146
O: -7.8066 -4.2243 -4.0632
S: -3.5554 -2.0291 -4.1330
O: -3.8636 -0.5902 -3.8557
O: -2.4420 -2.0287 -5.1334
F: -2.9688 -2.8009 -2.7760
H: -4.5474 -4.8905 -2.6785
H: -3.4067 -5.8224 -3.7205
H: -5.1747 -6.2203 -3.7874
H: -4.8772 -5.2680 -6.6563
H: -6.3054 -1.4891 -4.1276
H: -6.1094 -2.9282 -3.0394
H: -8.0980 -4.8510 -4.7556
O: -0.7492 -2.4162 1.3010
P: 0.4545 -2.3824 0.3550
O: 1.5772 -1.9817 1.5030
C: 1.8890 -2.9392 2.5057
C: 2.5567 -4.1702 1.9211
O: 0.1010 -0.8763 -0.2423
C: -1.2308 -0.6040 -0.6849
C: -1.8939 0.3715 0.2675
O: 1.7115 -2.5009 -0.7884
C: 2.5062 -1.4088 -1.2501
C: 3.6484 -1.0491 -0.3201
H: 0.9848 -3.2128 3.0572
H: 2.5681 -2.4559 3.2110
H: 1.8719 -4.7098 1.2581
H: 2.8722 -4.8506 2.7149
H: 3.4291 -3.8945 1.3267
H: -1.8138 -1.5233 -0.7711
H: -1.1679 -0.1614 -1.6824
H: -1.8580 0.0095 1.2972
H: -2.9354 0.5451 -0.0092
H: -1.3657 1.3295 0.2569
H: 1.9106 -0.5319 -1.4986
H: 2.9366 -1.7488 -2.1969
H: 3.2956 -0.4904 0.5473
H: 4.3711 -0.4155 -0.8413
H: 4.1607 -1.9427 0.0405
O: 0.2814 4.8553 1.9716
P: 1.6657 4.2100 1.8648
O: 1.7523 3.6141 3.4061
C: 0.8569 2.5743 3.7786
C: 1.1196 1.3015 2.9966
O: 2.4968 5.6355 2.0369
C: 2.0927 6.7666 1.2639
C: 1.4768 7.8118 2.1728
O: 3.1272 3.4315 1.4609
C: 4.4074 3.7581 1.9980
C: 4.6768 3.1344 3.3532
H: -0.1775 2.9045 3.6473
H: 1.0067 2.3872 4.8439
H: 0.9137 1.4464 1.9304
H: 0.4873 0.4887 3.3599
H: 2.1648 0.9997 3.0838
H: 1.3952 6.4771 0.4743
H: 2.9841 7.1753 0.7804
H: 0.6599 7.3935 2.7639
H: 1.0981 8.6592 1.5981
H: 2.2203 8.1782 2.8862
H: 4.5950 4.8305 2.0141
H: 5.1298 3.3446 1.2874
H: 4.1523 3.6657 4.1477
H: 5.7450 3.1814 3.5822
H: 4.3579 2.0912 3.3785

Cartesian forces, eV/Å:
0.53 0.26 0.51
0.66 -2.28 -1.55
-1.21 0.97 1.75
1.12 -0.10 2.15
-0.73 1.56 1.37
1.39 1.08 -0.39
-0.27 -1.23 0.45
3.51 5.31 -4.08
-0.70 -4.40 1.02
-2.70 -1.96 2.96
-1.52 0.87 -1.75
-0.12 -0.53 -1.03
-1.20 0.47 -0.10
0.67 0.91 -0.02
0.44 0.01 -0.02
0.25 -1.32 -0.15
-0.31 -0.05 -1.37
0.22 0.45 0.27
0.22 -3.93 -2.14
2.43 8.49 2.11
-0.08 -0.79 -0.10
0.11 -0.14 0.28
0.03 -0.01 -0.06
-0.04 -0.86 -0.52
-0.31 0.37 0.22
0.07 0.15 0.17
-2.32 -3.27 0.46
0.61 0.59 -0.69
-0.18 0.15 0.46
-0.02 0.02 -0.04
-0.05 0.14 -0.11
-0.01 -0.05 0.05
-0.06 0.01 -0.04
-0.03 0.01 0.06
0.03 0.06 0.09
0.10 -0.07 0.00
-0.06 -0.16 -0.13
0.04 0.02 -0.03
-0.07 -0.04 -0.10
-0.17 -0.16 0.24
-0.17 -0.29 0.09
0.02 -0.06 -0.01
-0.09 -0.10 -0.13
0.01 0.02 -0.10
0.21 -2.88 -3.31
3.37 4.24 6.62
-0.11 -0.27 -0.84
-0.25 -0.32 0.17
0.04 0.01 -0.03
0.01 -0.61 -0.73
-0.20 0.37 0.21
0.00 0.07 0.24
-3.27 -0.77 -2.04
1.03 0.09 0.03
-0.32 0.16 0.35
0.04 0.05 -0.03
0.11 0.18 -0.03
-0.07 -0.09 0.00
0.00 0.03 -0.10
-0.05 0.00 0.03
-0.01 0.01 0.11
0.05 -0.11 0.03
-0.02 -0.07 -0.21
0.04 -0.01 0.00
0.01 0.01 -0.12
-0.34 -0.01 0.04
-0.29 -0.11 -0.14
-0.04 -0.06 -0.04
-0.02 0.00 -0.18
0.07 0.02 -0.07

No. 4
The following is a quantum chemistry calculation of a molecular structure, C14H37F6NO11S2V at a distorted geometry, from the OMol25 dataset.

HOMO energy (alpha / beta) = -0.3284 / -0.3548 Eh
2S+1 = 4
<S²> = 3.7548
electronic energy = -3777.59103 hartree
ΔE to the lowest compared entry with this formula, charge and spin = 0.00 kcal/mol

Geometry (Å):
V: -1.1254 -1.5772 0.1503
C: 2.3554 -3.4864 1.3856
F: 3.2204 -3.9659 2.2627
F: 3.0171 -2.8593 0.4176
F: 1.6542 -4.4756 0.8584
S: 1.2558 -2.2393 2.2688
O: 1.4872 -2.3623 3.6547
O: 1.5698 -0.9822 1.6775
N: -0.2853 -2.5985 1.7936
S: -0.9456 -3.7257 2.7706
O: -2.0895 -4.3017 2.1310
O: 0.0328 -4.6281 3.2576
C: -1.5728 -2.7833 4.2631
F: -1.4216 -1.4739 4.0933
F: -2.8735 -3.0598 4.4076
F: -0.9279 -3.1765 5.3333
O: -0.6107 0.3767 0.4489
H: 0.3172 0.1628 0.6096
C: 2.6537 4.1927 0.2918
C: 1.3940 3.4003 0.0618
O: 1.2601 2.4135 1.0981
H: 3.5311 3.5518 0.3897
H: 2.5707 4.8569 1.1481
H: 2.8434 4.8024 -0.5995
H: 1.4096 2.9204 -0.9264
H: 0.5244 4.0709 0.0816
H: 0.5337 1.8213 0.8650
C: -3.5725 2.2584 -0.8826
C: -2.2727 2.6244 -1.5992
O: -1.4010 1.5162 -1.7930
H: -3.3914 1.5871 -0.0396
H: -4.2400 1.7056 -1.5545
H: -4.0849 3.1513 -0.5283
H: -1.7468 3.3965 -1.0265
H: -2.5032 3.0470 -2.5772
H: -1.0647 1.2265 -0.8988
C: -1.9331 3.5353 2.9471
C: -1.7093 2.0892 3.3491
O: -2.3047 1.1853 2.4305
H: -1.5631 3.7113 1.9398
H: -1.4525 4.2160 3.6584
H: -3.0001 3.7654 3.0020
H: -2.1256 1.8745 4.3338
H: -0.6329 1.8811 3.4099
H: -1.6496 0.9916 1.7350
C: -3.0017 -1.0097 -4.0107
C: -3.3339 -1.3348 -2.5804
O: -2.2610 -0.9565 -1.7061
H: -2.1073 -1.5396 -4.3292
H: -2.7941 0.0637 -4.0716
H: -3.8463 -1.2206 -4.6623
H: -3.4930 -2.4063 -2.4377
H: -4.2688 -0.8508 -2.2788
H: -1.9980 -0.0017 -1.8791
C: 4.6566 -0.4046 -1.6452
C: 3.8145 0.7512 -1.1613
O: 2.5507 0.2907 -0.6913
H: 4.2532 -0.8497 -2.5593
H: 4.7308 -1.1856 -0.8893
H: 5.6605 -0.0468 -1.8819
H: 3.6952 1.4759 -1.9747
H: 4.3658 1.2503 -0.3587
H: 2.2863 0.8183 0.0774
C: 1.8447 -3.1217 -2.6554
C: 0.8223 -2.0226 -2.4660
O: 0.6407 -1.7266 -1.0776
H: 2.7769 -2.8698 -2.1538
H: 2.0640 -3.2691 -3.7148
H: 1.4833 -4.0734 -2.2598
H: -0.1373 -2.2821 -2.9080
H: 1.1729 -1.1067 -2.9514
H: 1.2928 -1.0084 -0.8732

Cartesian forces, eV/Å:
-0.12 0.52 -0.96
-0.19 0.18 0.32
0.08 -0.09 -0.04
0.10 -0.05 -0.04
-0.03 -0.12 -0.14
-0.44 0.59 -0.55
0.04 -0.44 0.87
0.21 0.60 -0.84
0.86 -0.38 0.96
-0.55 -0.91 -0.42
-0.33 0.85 -0.40
0.61 -0.31 0.34
-0.43 0.09 -0.39
-0.08 -0.04 0.06
0.22 0.15 0.04
0.18 -0.04 0.37
-0.20 -0.57 -0.29
0.00 0.03 0.34
0.22 0.22 -0.60
-0.32 -0.26 0.22
0.50 0.14 -0.39
-0.11 -0.10 0.22
0.06 -0.09 0.13
-0.09 0.09 0.17
0.04 -0.03 0.11
0.06 -0.05 -0.02
-0.41 0.26 0.11
0.10 -0.55 -0.31
-0.29 0.24 0.36
-0.08 -0.12 0.10
0.12 0.29 0.17
0.01 0.19 -0.02
-0.04 -0.02 0.02
0.02 -0.04 -0.04
0.14 -0.04 -0.07
0.18 0.09 -0.19
-0.36 0.01 0.59
0.42 -0.22 -0.14
-0.18 0.00 -0.07
0.05 0.11 -0.06
0.17 -0.08 -0.20
0.00 -0.03 -0.27
-0.10 0.10 0.02
-0.04 0.07 0.05
-0.02 -0.03 0.12
0.14 0.55 0.14
-0.20 -0.43 0.38
0.25 0.08 0.37
-0.04 -0.11 -0.16
0.01 -0.07 -0.16
0.04 -0.15 -0.09
0.10 0.02 -0.01
0.15 0.14 0.08
-0.19 -0.18 -0.01
0.00 -0.20 -0.28
0.43 0.02 -0.01
-0.18 0.04 -0.08
-0.06 0.02 0.08
0.02 0.05 0.06
-0.01 -0.03 0.03
-0.19 0.02 0.08
-0.25 0.03 0.09
0.11 0.12 0.06
-0.06 -0.25 -0.04
0.36 0.09 -0.46
-0.07 0.30 0.36
0.01 0.02 0.04
-0.07 0.07 -0.01
0.03 0.07 0.07
-0.11 -0.02 0.15
-0.13 -0.01 -0.02
-0.07 -0.39 0.11

Which value of electronic energy does entry 3 give?
-2793.94655 hartree